Formula: C9H7ClINOS
Source: the Open Molecules 2025 dataset
Level of theory: wB97M-V/def2-TZVPD

```
21
Properties=species:S:1:pos:R:3:lowdin_charge:R:1
I -3.17963 1.10828 1.84578 0.930
Cl 3.40373 -0.18081 -0.38623 0.280
S -1.46721 1.07826 -1.35886 0.977
O -1.16430 0.28774 -2.59086 -0.538
N 0.36414 2.42045 1.39648 0.214
C -1.07529 -0.10680 0.03949 -0.440
C 0.25773 -1.98725 0.64458 -0.094
C -1.35205 -1.15007 2.18268 -0.159
C -0.35566 -2.08008 1.87149 -0.059
C -1.56123 -0.07972 1.34293 -0.755
C 0.26946 2.41457 0.25279 -0.299
C 0.23558 2.15852 -1.08360 -0.350
C 1.02674 2.11219 -2.13344 0.044
C -0.18074 -1.07873 -0.29050 -0.127
H 0.57911 1.67621 -2.99345 0.049
H 2.87174 -0.79622 -1.41905 -0.208
H -0.02548 -2.87864 2.45191 0.090
H 2.12697 2.28210 -1.98012 0.097
H 0.22346 -1.27112 -1.30558 0.122
H -1.96463 -1.14514 3.14299 0.106
H 0.96757 -2.78372 0.37058 0.119
```

- Energy relative to the best compared isomer or geometry (same formula, charge and spin): 0.0 kcal/mol

---

Formula: C9H7F3N4O
Source: the Open Molecules 2025 dataset
Level of theory: wB97M-V/def2-TZVPD

```
24
Properties=species:S:1:pos:R:3:lowdin_charge:R:1
F 2.71481 2.76107 -1.51030 0.154
F 3.65315 3.32351 0.34202 0.143
F 1.87792 4.34016 -0.31732 0.153
O 0.40547 1.97581 -0.17667 0.009
N -0.22332 -1.34539 0.72272 0.096
N -1.86440 -2.87881 0.26190 -0.021
N 0.34171 -0.17810 0.63513 0.091
N -3.15973 -4.66332 0.10985 0.060
C -0.20408 0.77789 -0.08874 -0.318
C -1.27580 -3.87320 1.01363 -0.053
C -2.08804 -4.95636 0.90489 -0.141
C 2.46653 3.14359 -0.25487 -0.618
C -3.00614 -3.43206 -0.25772 -0.165
C 1.63182 2.11766 0.50557 -0.068
C -1.41516 0.60034 -0.78667 0.050
C -2.01188 -0.62800 -0.68988 0.036
C -1.35900 -1.60144 0.09692 -0.245
H 2.17167 1.16490 0.54217 0.134
H -1.98116 -5.92878 1.34052 0.095
H 1.46860 2.48396 1.52637 0.153
H -0.35840 -3.69904 1.53320 0.105
H -1.82727 1.41144 -1.36373 0.125
H -3.68926 -2.90641 -0.89303 0.115
H -2.93959 -0.84071 -1.19527 0.108
```

- DFT total energy: -25606.20366 eV
- SMILES string: FC(F)(F)COc1ccc(-n2ccnc2)nn1

---

Formula: C9H7N2O5PtS
Source: the Open Molecules 2025 dataset
Level of theory: wB97M-V/def2-TZVPD

```
25
Properties=species:S:1:pos:R:3:mulliken_spin:R:1
Pt 1.21228 -0.04569 -1.51968 1.029
S 0.36058 -1.59032 0.41181 0.441
O 3.77012 0.33940 0.45447 -0.003
O 1.60054 -2.46062 -3.21934 0.589
O 2.49410 1.53122 -3.93801 -0.017
O -0.21251 2.41870 -0.18683 -0.006
O -1.40729 -0.80630 -3.10437 -0.006
N -2.25506 -0.68705 0.37491 0.030
N -1.04665 0.13365 1.97690 0.077
C 0.40157 1.61656 -0.73889 0.178
C 1.98043 -1.77264 -2.32175 0.318
C 2.02977 0.94601 -3.06468 0.166
C -3.07889 0.16258 1.10138 0.306
C -2.31967 0.67878 2.10210 0.268
C 0.11138 0.42603 2.82125 -0.002
C 2.94013 0.23230 -0.32865 0.189
C -1.01174 -0.71626 0.92388 0.123
C -0.48542 -0.50093 -2.48650 0.184
H -0.21254 1.10775 3.61125 0.001
H 0.49592 -0.50183 3.25770 0.002
H 0.90994 0.89412 2.23254 0.000
H -2.54638 1.38168 2.88708 0.000
H 2.90690 -1.87018 -1.65863 0.131
H -2.52804 -1.24955 -0.42760 -0.004
H -4.10947 0.33259 0.83965 0.005
```

- Energy relative to the best compared isomer or geometry (same formula, charge and spin): 0.0 kcal/mol
- Charge: +3
- 2S+1: 5

---

Which formula does entry 2 have?
C9H7F3N4O

---

Which formula does entry 2 have?
C9H7F3N4O